309
Properties=species:S:1:pos:R:3:forces:R:3:mulliken_charge:R:1 method="wB97M-V/def2-TZVPD" lumo_ev=-3.7 gap_ev=6.4 homo_ev=-10.080 total_charge=+2
C -23.82150 -10.22576 13.02621 0.9 -1.2 -1.1 -1.422
C -24.01892 -11.77709 12.98892 0.2 0.9 0.5 -0.280
C -24.26675 -12.28049 11.58808 1.1 1.2 -1.1 -0.788
N -24.81328 -13.63986 11.43627 1.4 -1.6 -0.2 1.043
C -26.14057 -13.71892 12.00096 -0.7 1.5 1.4 -0.706
C -26.97039 -14.90013 11.67494 -1.0 0.4 -1.1 -0.932
C -27.03830 -15.09407 10.17111 0.5 -0.6 -0.1 0.129
C -25.56836 -15.32085 9.70816 -1.1 0.7 -0.3 3.089
C -24.81244 -14.04254 10.01006 0.5 0.7 -1.6 -1.791
C -23.90097 -14.57870 12.11015 -0.1 0.0 1.2 -0.801
H -23.43608 -9.94518 13.99478 -0.1 0.2 0.2 0.400
H -24.69970 -9.65206 12.74457 -0.2 -0.1 0.2 0.362
H -23.03067 -10.00633 12.28668 -0.3 0.2 0.3 0.346
H -24.80764 -11.99834 13.69389 -0.2 -0.4 0.2 0.307
H -23.07559 -12.23682 13.32382 -0.4 0.2 0.2 0.349
H -23.24999 -12.22004 11.09703 -1.2 -0.4 0.0 0.490
H -24.95574 -11.67715 10.99494 0.1 0.4 0.2 0.395
H -26.58045 -12.77596 11.66470 -0.7 -0.3 -0.1 0.486
H -26.04485 -13.60364 13.07669 0.1 0.0 0.2 0.405
H -27.96937 -14.61522 11.99907 -0.1 -0.3 0.4 0.481
H -26.69530 -15.83908 12.13474 0.3 -0.1 0.5 0.382
H -27.42999 -14.18870 9.69558 -0.1 -0.2 -0.1 0.544
H -27.74281 -15.92275 10.02479 0.4 0.2 -0.7 -0.549
H -25.42750 -15.43813 8.62411 -0.3 -0.3 0.3 -1.890
H -25.17819 -16.18259 10.23012 0.3 -0.3 0.0 -0.904
H -25.25292 -13.21862 9.41788 0.1 -0.4 0.3 0.389
H -23.75374 -14.09091 9.71206 -0.4 -0.1 0.0 0.341
H -22.91258 -14.27464 11.80634 0.5 -0.4 0.0 0.491
H -24.11325 -15.62866 11.87226 0.0 0.6 0.1 0.004
H -24.05962 -14.36331 13.17142 0.5 -0.5 0.0 0.440
C -26.55899 -18.81725 7.49621 0.6 0.5 -0.1 -0.275
C -26.74751 -19.02490 6.00372 -1.5 -0.3 0.4 1.891
C -27.76429 -17.94853 5.61493 1.9 0.9 0.8 -0.696
N -27.76584 -17.69945 4.17826 -1.2 1.8 -0.2 1.374
C -28.01945 -18.96049 3.53861 0.3 -1.4 -1.7 1.185
C -28.11249 -18.83210 2.02823 -1.3 -1.1 -0.9 1.502
C -29.27663 -17.90472 1.63842 -0.2 0.0 2.1 0.547
C -29.12294 -16.57435 2.41841 -1.1 -0.4 -1.2 0.983
C -28.87940 -16.74913 3.87056 0.1 0.1 0.7 -0.253
C -26.52855 -17.04650 3.76001 1.3 -0.9 -0.1 -0.248
H -26.23869 -17.78090 7.61352 0.4 0.0 0.3 -0.107
H -25.84716 -19.48929 7.97783 0.0 -0.1 0.0 0.235
H -27.53334 -18.84968 7.96633 -0.1 -0.4 0.2 -0.610
H -27.28803 -19.95974 5.82890 0.7 -0.4 0.0 -0.588
H -25.83763 -18.95071 5.39366 -0.1 -0.2 0.4 -0.475
H -27.38612 -17.03730 6.07897 -0.5 0.3 0.0 0.721
H -28.76097 -18.13045 5.97886 -0.2 -0.3 0.1 -0.289
H -28.95226 -19.39551 3.91185 0.2 0.2 0.2 -0.196
H -27.17276 -19.57249 3.83983 -0.3 -0.5 -0.4 -0.333
H -28.32829 -19.84120 1.59797 0.4 0.5 0.5 -1.431
H -27.21782 -18.52324 1.56013 0.9 0.2 0.0 -0.787
H -30.15563 -18.44659 2.06827 0.1 0.7 -0.7 -0.048
H -29.41882 -17.62667 0.60090 0.2 -0.6 -0.3 0.670
H -30.08566 -16.06072 2.39680 0.0 0.2 -0.3 -0.656
H -28.41949 -15.93443 1.89062 0.2 0.1 0.3 -0.288
H -29.72193 -17.22356 4.37095 -0.4 0.4 0.0 -0.434
H -28.64619 -15.76597 4.30096 0.0 -0.5 0.4 0.234
H -26.61425 -16.66161 2.74823 0.0 0.1 0.1 0.041
H -25.78368 -17.86895 3.75973 0.0 0.9 -0.1 -0.208
H -26.31324 -16.29380 4.52977 0.2 -0.1 -0.5 -0.059
C -26.35622 -25.38216 1.33612 0.0 -0.7 0.1 -1.847
C -26.38587 -24.00245 0.74467 -0.1 0.4 0.4 1.342
C -25.02052 -23.64169 0.25959 -0.2 0.7 -0.9 -1.143
N -24.84988 -22.12970 0.06562 1.1 -1.2 1.1 0.637
C -24.94141 -21.50084 1.41601 0.6 1.1 0.0 -0.282
C -24.51420 -20.05785 1.36602 0.1 0.6 0.9 0.947
C -23.13313 -19.86972 0.81572 0.6 -0.1 -1.1 -0.112
C -23.08430 -20.46526 -0.61447 0.3 -0.3 0.0 -1.401
C -23.50112 -21.94993 -0.58130 0.3 0.9 0.4 -0.546
C -25.84940 -21.51665 -0.81804 -0.6 -1.1 0.6 -0.277
H -26.17942 -26.11527 0.55175 0.3 -0.2 -0.1 0.503
H -27.33903 -25.64115 1.71179 -0.1 0.0 0.4 0.356
H -25.58784 -25.52301 2.12669 -0.5 0.2 -0.4 0.329
H -26.71020 -23.27198 1.48522 0.0 -0.2 0.1 -0.666
H -27.10473 -23.93139 -0.05999 -0.1 -0.2 -0.2 0.367
H -24.84658 -24.08020 -0.72655 0.2 -0.1 0.1 0.519
H -24.24617 -23.97951 0.95006 0.1 0.3 -0.1 0.294
H -24.26157 -21.98853 2.09038 0.2 -0.8 0.2 0.360
H -25.94506 -21.57224 1.78952 -0.3 -0.3 0.1 -0.687
H -24.43792 -19.63599 2.39508 -0.7 -0.4 -0.4 -0.211
H -25.22146 -19.47014 0.79494 0.0 0.3 0.0 -0.590
H -22.43911 -20.38477 1.49203 0.2 0.0 -0.1 0.210
H -22.94568 -18.79076 0.81487 0.3 -0.2 -0.3 0.331
H -22.11903 -20.46258 -1.15823 -0.2 0.3 0.6 0.571
H -23.74224 -19.84935 -1.21954 -0.1 0.1 -0.2 0.248
H -22.75338 -22.47698 0.03797 -0.4 -0.1 -0.3 0.434
H -23.59487 -22.40716 -1.57854 0.3 0.2 0.4 0.445
H -25.56370 -20.48176 -0.90294 -0.3 0.1 -0.7 0.368
H -26.83601 -21.65706 -0.36248 0.2 0.2 -0.2 -0.250
H -25.79430 -22.15834 -1.68610 -0.3 0.6 -0.8 0.333
C -27.15379 -22.67598 8.40169 -0.4 1.3 0.0 0.044
C -28.65834 -22.71887 8.08820 -0.1 0.2 1.4 1.497
C -28.95403 -24.12317 7.64090 0.0 0.1 1.0 -1.476
N -30.38911 -24.45585 7.44786 -0.6 -0.6 -1.2 0.856
C -30.42394 -25.87018 6.99608 1.1 -0.6 0.4 -0.625
C -31.78683 -26.44628 6.87974 0.0 -0.4 -0.7 -0.610
C -32.56159 -26.30156 8.16370 -1.1 1.2 -0.4 -0.782
C -32.55761 -24.77960 8.59948 -0.9 -2.0 0.9 -0.708
C -31.14207 -24.29258 8.69874 0.1 0.4 0.6 -0.417
C -30.97352 -23.62785 6.39020 -0.4 1.0 0.6 -2.267
H -26.92179 -21.77384 9.01604 0.0 -0.7 -0.5 -0.556
H -26.62605 -22.62085 7.45113 0.3 0.0 0.1 -0.577
H -26.84164 -23.55634 8.95239 0.1 -0.1 0.1 0.778
H -28.95504 -21.97117 7.34671 0.3 -0.1 -0.1 -0.774
H -29.20389 -22.45528 9.01629 0.2 -0.1 -0.4 -0.044
H -28.69137 -24.89954 8.35971 0.6 0.4 0.4 0.690
H -28.37076 -24.27538 6.75768 -0.2 -0.4 -1.0 0.457
H -29.83293 -26.36951 7.75814 0.0 -0.5 0.0 0.630
H -29.86763 -25.90295 6.06792 0.1 0.0 -0.2 0.296
H -31.72639 -27.50369 6.61429 0.3 0.0 0.0 0.451
H -32.22581 -25.97688 5.98865 -0.6 -0.1 0.5 0.270
H -32.15697 -26.92662 8.96654 0.1 0.1 -0.2 0.293
H -33.57495 -26.67130 7.92987 0.2 0.4 0.6 0.401
H -32.97176 -24.75795 9.63644 0.1 0.3 -0.8 0.432
H -33.19894 -24.19144 7.93560 0.2 0.0 0.2 0.309
H -30.60645 -24.86322 9.47805 -0.1 0.4 -0.2 0.272
H -31.10454 -23.21993 8.89218 0.0 -0.2 0.4 0.394
H -30.94802 -22.62641 6.80005 0.1 0.5 -0.4 0.495
H -32.01387 -23.84324 6.17604 0.1 -0.4 0.0 0.814
H -30.32083 -23.74827 5.56268 0.3 0.3 -1.0 0.579
C -20.36504 -15.96679 7.38079 -0.2 -0.2 -1.1 -1.698
C -21.80521 -16.38746 6.98355 0.4 0.2 1.2 1.714
C -22.75459 -16.88964 8.09148 2.0 0.5 -0.1 0.462
O -22.53670 -16.22420 9.35162 -0.3 -0.3 -1.0 -0.234
C -22.47653 -17.18897 10.37654 -0.7 0.4 1.0 -0.778
N -22.38936 -15.26088 6.27701 0.1 2.3 0.6 1.065
H -23.39518 -15.19237 6.27809 -1.0 -0.3 -0.1 -0.920
H -22.14654 -14.35608 6.70049 0.0 -0.3 0.1 0.513
H -21.92927 -15.25833 5.30891 0.1 -0.7 -0.3 0.204
H -19.73547 -16.86824 7.39446 0.0 0.4 0.2 0.403
H -20.25077 -15.38285 8.30758 -0.4 -0.4 -0.3 0.334
H -20.04840 -15.35069 6.50683 0.3 -0.5 0.7 0.502
H -21.74153 -17.15433 6.21508 0.1 0.0 0.2 -1.628
H -22.48525 -17.93228 8.24383 -0.4 -0.3 -0.1 0.441
H -23.73708 -16.75230 7.67879 -0.9 -0.2 0.4 -0.562
H -21.70809 -17.93451 10.18477 0.0 -0.2 0.0 0.482
H -23.47854 -17.68463 10.49479 0.8 0.1 0.0 0.175
H -22.21906 -16.64951 11.31114 -0.1 -0.4 -0.5 0.253
C -31.99681 -21.52894 1.54488 -0.3 0.6 0.1 -1.786
C -30.64621 -21.45475 2.22151 -0.8 -1.1 0.8 0.903
C -30.83555 -21.48838 3.72363 0.6 0.1 0.4 -0.092
O -31.26820 -20.19966 4.01490 -0.3 0.5 1.7 0.154
C -31.10089 -19.95207 5.41652 -0.6 1.2 -0.8 -0.596
N -29.80393 -22.57442 1.84629 0.0 -0.3 -0.4 0.657
H -28.93600 -22.48231 2.38750 0.2 -0.1 -0.1 -1.037
H -30.23060 -23.46357 2.12044 0.1 0.3 -0.2 0.367
H -29.43481 -22.46252 0.48280 1.5 -0.8 0.4 0.574
H -32.53443 -20.57472 1.64442 0.2 -0.3 -0.1 0.043
H -32.64152 -22.29019 1.97474 0.0 -0.2 0.3 0.412
H -31.88165 -21.79722 0.51407 0.0 0.1 -0.8 0.497
H -30.12616 -20.53258 1.94851 -0.1 -0.2 0.2 -1.252
H -29.89765 -21.70664 4.26391 0.1 0.2 -0.5 -0.152
H -31.50853 -22.29037 4.14253 -0.1 0.5 -0.9 0.739
H -30.13125 -20.23579 5.77352 0.7 -0.3 0.1 0.077
H -31.86192 -20.42596 6.01984 -0.4 -0.4 0.2 0.679
H -31.17588 -18.87659 5.57631 -0.1 -0.1 0.0 -0.229
C -30.08559 -13.82903 -1.33292 0.6 -0.1 0.0 -1.475
C -28.63091 -14.33358 -1.35723 -0.2 -1.5 -0.1 1.200
C -28.04562 -14.17960 -2.74589 0.1 -0.9 -0.8 -0.758
O -28.64472 -15.13280 -3.63557 -0.1 -0.2 -0.3 -0.370
C -27.70679 -15.84445 -4.46279 0.2 0.9 0.2 -0.672
N -27.72882 -13.83343 -0.31032 -1.4 1.4 -0.1 -0.538
H -27.49488 -12.89163 -0.61624 0.4 0.2 0.4 0.393
H -28.63553 -13.31788 1.06473 0.3 0.4 -0.1 0.368
H -26.86469 -14.35138 -0.32866 0.6 -0.3 -0.3 -0.120
H -30.59206 -14.01356 -0.38434 0.1 0.0 0.1 -0.017
H -30.64096 -14.33878 -2.12680 0.1 0.0 0.1 0.583
H -30.09803 -12.76515 -1.56376 -0.1 0.2 0.1 0.420
H -28.65362 -15.41589 -1.20182 -0.2 -0.1 0.0 -0.431
H -26.98301 -14.42087 -2.75121 0.2 0.5 0.5 0.539
H -28.25401 -13.18165 -3.13477 0.2 0.3 -0.1 0.275
H -27.39545 -16.78228 -3.99733 0.1 0.1 0.1 0.215
H -26.81990 -15.19596 -4.64379 -0.4 -0.6 0.0 0.338
H -28.16746 -16.06913 -5.42604 -0.2 0.1 0.1 0.265
C -18.32449 -18.22532 3.56540 0.8 0.3 -0.2 -1.441
C -19.42873 -19.15405 3.89990 -0.7 -0.5 0.3 0.011
C -20.81258 -18.67556 3.56891 0.5 1.4 1.3 1.721
O -21.68846 -19.66444 3.96741 -1.3 -1.7 -0.8 -0.791
C -22.55087 -19.25524 4.99739 -0.1 0.2 0.7 -0.944
N -19.46428 -20.44325 3.10859 0.9 -1.2 -0.9 -0.090
H -18.68065 -21.07624 3.31090 -0.4 0.0 0.1 0.412
H -20.39625 -20.91259 3.22472 0.8 0.4 0.5 0.274
H -19.40891 -20.24645 2.10216 0.1 0.2 0.1 0.418
H -17.33438 -18.60219 3.83380 -0.1 -0.2 -0.1 0.436
H -18.46444 -17.32023 4.15684 -0.2 0.1 -0.1 0.288
H -18.32675 -17.95693 2.51478 0.0 0.2 -0.2 0.384
H -19.33068 -19.45529 4.94420 -0.3 -0.1 0.0 0.236
H -20.86295 -18.38682 2.53347 -0.3 -0.3 -0.9 0.480
H -21.07674 -17.77583 4.09946 0.5 0.8 0.1 -1.203
H -22.88351 -18.23258 4.81990 -0.4 -0.1 -0.2 0.227
H -21.98961 -19.21889 5.93690 -0.1 -0.2 0.1 0.440
H -23.38960 -19.94840 5.10680 0.2 0.1 -0.2 0.278
C -32.95612 -14.02448 3.06314 0.8 -0.3 0.0 -1.058
C -32.72104 -12.53379 3.11560 -2.1 -0.4 -0.7 0.513
C -32.31054 -11.99675 1.74461 0.5 0.5 -0.3 0.005
O -33.38871 -11.94265 0.84660 -0.9 0.0 -0.8 -0.529
C -33.08504 -11.63145 -0.58606 0.8 1.0 2.0 -0.627
N -34.09275 -11.86674 3.47104 -0.5 1.0 -1.0 -0.279
H -33.96766 -10.86936 3.71901 0.0 -0.6 0.1 0.386
H -34.64462 -11.81915 2.57256 0.7 -0.3 0.6 0.398
H -34.70359 -12.31957 4.17430 0.8 0.1 -0.3 0.331
H -33.13252 -14.46335 4.03230 0.0 -0.1 0.5 0.354
H -32.02498 -14.44917 2.66798 -0.2 -0.2 0.2 -0.160
H -33.74968 -14.35483 2.40174 -0.2 0.3 -0.3 0.472
H -32.01929 -12.22834 3.87554 0.0 -0.1 0.2 0.102
H -31.55654 -12.69855 1.40049 0.4 0.1 -0.1 -0.355
H -31.86383 -11.00497 1.87470 0.2 0.1 -0.2 0.700
H -34.00764 -11.44307 -1.10591 -0.5 -0.3 0.1 0.315
H -32.49943 -12.42828 -1.01944 0.0 -0.2 -0.1 0.134
H -32.51654 -10.67638 -0.60838 -0.1 -0.6 0.0 0.353
C -26.13686 -19.79709 11.36590 0.0 0.1 -0.8 -0.263
C -25.89930 -20.68638 12.63446 -2.3 1.0 -2.8 0.496
C -26.52027 -22.00193 12.36353 -0.4 -2.5 0.1 -1.137
O -27.82995 -21.93842 11.86552 -1.3 0.0 -0.2 -0.240
C -28.56418 -23.16093 12.04693 1.4 0.3 0.5 -0.991
N -24.49617 -20.86524 12.73928 2.3 0.7 2.1 -0.565
H -23.33545 -20.70573 11.31900 1.4 -0.2 -2.5 0.483
H -24.26108 -20.02023 13.28087 0.8 -0.5 -0.3 0.313
H -24.19818 -21.65182 13.36232 -0.6 0.7 -0.7 0.227
H -25.64912 -18.80196 11.27412 0.1 -0.5 0.8 -0.157
H -27.18129 -19.59280 11.08199 0.2 -0.4 0.6 0.493
H -25.71166 -20.38052 10.54571 0.0 0.0 -0.1 -0.467
H -26.45001 -20.25042 13.44269 0.2 0.4 1.1 0.365
H -26.56242 -22.63468 13.27094 0.3 0.3 0.1 0.467
H -25.89419 -22.55853 11.65778 0.2 0.1 -0.2 0.342
H -29.53752 -23.12681 11.59975 -0.4 0.5 -0.5 0.203
H -28.70796 -23.36583 13.11294 0.1 0.0 0.0 0.453
H -28.00102 -23.99723 11.61921 0.0 -0.1 -0.1 0.397
C -35.35133 -19.26222 4.21324 -1.1 -1.2 -0.6 -1.096
C -35.40907 -17.87378 4.73553 0.5 0.0 1.8 0.343
C -34.16789 -17.69156 5.58269 -0.5 -0.9 1.5 0.260
O -34.08362 -16.34950 5.96102 -0.2 0.5 -0.7 -0.425
C -32.81344 -15.96617 6.32752 2.1 1.1 0.4 -0.615
N -35.36809 -16.91033 3.68702 0.9 -0.2 -1.1 -0.596
H -35.35903 -15.94114 3.93927 -0.7 0.1 0.1 0.236
H -33.81182 -16.84178 2.82191 0.8 -1.5 -1.8 -0.035
H -35.85201 -17.25317 2.87091 -0.3 0.7 -0.2 0.288
H -34.64733 -19.25783 3.40295 0.6 -0.5 -0.2 0.059
H -36.30350 -19.59558 3.76661 0.2 0.3 0.1 0.345
H -35.11729 -20.01776 4.97987 0.2 0.5 -0.2 0.381
H -36.26904 -17.75640 5.38759 -0.4 0.2 0.2 0.284
H -33.29665 -18.09458 5.04672 0.1 0.5 -0.1 -0.608
H -34.24718 -18.26452 6.54269 0.0 -0.1 -0.8 0.516
H -32.00851 -16.38886 5.69208 -0.4 0.2 -0.2 0.143
H -32.47047 -16.22325 7.33400 -0.5 -0.3 0.2 0.324
H -32.73481 -14.85838 6.29265 -0.1 -0.5 -0.1 0.325
C -26.44213 -17.07495 -0.09056 0.9 -0.5 -1.4 2.021
C -25.13635 -16.61735 -0.83298 0.8 1.1 -0.3 -0.119
O -24.14069 -17.38430 -0.74164 -0.8 -0.6 0.2 -0.621
O -25.11735 -15.48744 -1.38996 -1.0 -0.6 0.5 -0.787
H -27.07755 -16.25600 0.21281 0.0 0.1 0.3 -0.969
H -26.06490 -17.70020 0.69512 0.0 0.3 0.6 -0.516
H -27.04310 -17.75449 -0.71898 0.2 0.3 -0.1 0.264
C -32.87121 -18.28031 -0.22603 -1.1 0.4 1.9 -1.148
C -33.63812 -18.01625 1.13266 1.1 2.5 0.5 0.621
O -33.10244 -17.09366 2.04779 -0.9 -0.6 -0.2 0.303
O -34.74582 -18.44390 1.29210 -0.3 -0.6 -0.2 -0.543
H -33.15387 -17.44007 -0.88490 0.4 -0.4 0.2 0.445
H -33.47121 -19.14413 -0.49249 0.6 -0.3 -0.8 0.426
H -31.78443 -18.45058 -0.16964 -0.6 0.1 0.1 -0.015
C -29.23194 -11.63308 3.89978 0.0 -0.8 -0.4 -0.398
C -28.93614 -11.80063 2.41318 0.2 -0.5 -1.3 0.788
O -29.15170 -13.04737 1.89863 -0.4 0.1 1.7 -0.057
O -28.56167 -10.90628 1.69912 0.0 0.2 0.4 -0.592
H -28.85595 -12.50569 4.43428 0.0 0.1 0.0 -0.125
H -30.30062 -11.59844 4.08583 -0.1 0.0 -0.1 -0.088
H -28.81358 -10.72304 4.30480 0.3 0.2 -0.2 0.403
C -22.58380 -21.56817 8.04679 0.1 0.2 2.4 -0.073
C -23.19819 -21.49340 9.48586 -0.2 0.2 1.4 0.616
O -24.13479 -22.15531 9.85667 -0.5 -0.8 -1.1 -0.536
O -22.67362 -20.64385 10.41933 -1.1 -0.1 0.7 -0.555
H -22.52883 -20.53411 7.72747 0.2 0.0 -0.5 -0.443
H -23.23552 -22.19103 7.43427 0.2 0.2 0.1 0.165
H -21.56683 -21.99020 8.17291 -0.5 0.2 -0.4 0.446
C -22.83305 -15.59747 2.54983 1.4 -0.3 0.5 0.681
C -21.46017 -15.21134 3.24148 0.2 -0.1 1.6 0.324
O -21.11536 -15.96019 4.30850 -0.8 0.4 -1.7 -0.875
O -20.80200 -14.21816 2.97308 -0.9 -0.6 -0.8 -0.674
H -22.81049 -16.64307 2.19168 0.2 0.4 0.0 -0.552
H -22.96115 -14.93351 1.69888 -0.4 0.0 0.1 0.481
H -23.65961 -15.60114 3.28970 0.4 0.5 -0.3 -0.333
C -29.96274 -18.36466 9.87765 0.4 1.1 -2.5 -0.916
C -29.74722 -17.80820 8.33041 -1.0 1.5 1.6 0.583
O -29.73314 -16.54284 8.15068 0.1 -2.1 0.4 -0.717
O -29.66857 -18.70279 7.46010 -0.3 -0.2 0.4 -0.312
H -29.69855 -19.40061 9.83527 -0.1 -0.7 0.2 -0.020
H -30.98933 -18.19380 10.20479 0.1 0.0 0.0 0.368
H -29.26064 -17.84575 10.50736 0.1 0.3 0.5 0.156
C -29.48517 -20.45188 -1.17190 -0.2 -1.0 0.5 0.277
C -29.41857 -22.01643 -1.39589 1.6 3.5 2.2 0.235
O -28.74468 -22.56542 -0.41268 -0.5 -0.5 1.3 -0.650
O -29.84277 -22.60591 -2.29972 -1.7 -1.5 -3.3 -0.591
H -30.29099 -20.05349 -1.77249 0.2 0.4 -0.4 0.527
H -28.49354 -19.96574 -1.30796 -0.7 -0.4 -0.3 0.051
H -29.74021 -20.29256 -0.10503 0.1 0.0 -0.5 -0.451
C -26.07873 -23.73784 4.66657 -0.5 0.9 -1.2 -1.220
C -27.40805 -23.05690 4.16423 1.5 0.3 0.4 0.688
O -28.46965 -23.44528 4.70770 0.3 0.2 -0.6 -0.968
O -27.24143 -22.14390 3.29253 -1.0 -0.6 0.8 0.152
H -25.73352 -23.22868 5.57243 -0.2 -0.4 0.0 -0.235
H -25.29576 -23.58973 3.89852 -0.3 -0.2 0.3 0.064
H -26.29049 -24.79162 4.77904 0.2 -0.3 0.5 0.462
C -26.40662 -13.22953 5.57912 -0.3 -0.5 0.2 -1.446
C -25.58537 -14.17436 6.41401 2.2 0.2 -0.7 0.061
O -24.55795 -13.63389 7.03651 -2.6 -2.1 -0.8 -0.847
O -25.83003 -15.40661 6.17594 1.2 1.1 1.5 0.404
H -26.45473 -12.28368 6.05759 0.0 1.1 0.1 0.592
H -27.39519 -13.62625 5.39193 -0.3 -0.2 0.2 -0.070
H -25.91134 -13.19151 4.61535 0.2 0.4 -0.2 0.301